Molecular formula: C4H4ClN
Method: DFT, ωB97M-V with the def2-TZVPD basis set

```
10
Properties=species:S:1:pos:R:3:forces:R:3:mulliken_charge:R:1
C 1.04043 0.04985 -0.26161 -1.9 -3.7 1.7 -0.13
C 0.17591 0.86952 0.67109 2.5 2.6 -1.4 -0.37
C -0.50864 -0.03273 -0.27355 -0.4 2.3 -4.4 -0.25
C -1.53869 -0.95313 0.03940 2.4 0.0 -0.2 0.19
H 1.68404 0.43358 -0.99311 0.2 0.5 -1.2 0.39
H 0.18720 1.93575 0.09598 0.1 -2.0 2.7 0.23
H 0.51278 0.65568 1.72947 -1.5 0.7 -1.1 0.32
H -0.78919 0.39814 -1.37371 0.1 -0.3 3.0 0.16
N -2.36040 -1.71147 0.20963 -1.8 -1.4 0.5 -0.34
Cl 1.59656 -1.64521 0.15642 0.4 1.2 0.5 -0.21
```
Forces are in eV/Å.

## Properties
Total energy = -669.655271 Eh
HOMO energy = -10.02 eV
Relative energy (zero: lowest compared OMol25 entry of this formula, charge and spin) = 66.7 kcal per mole
LUMO = 0.46 eV
Structure (SMILES) = N#C[C@H]1C[C@H]1Cl